This record from OMol25 describes an isolated molecule of C20H34N6O2. The level of theory is ωB97M-V with the def2-TZVPD basis set.

Values from the calculation:
total charge = 0
ΔE to the lowest compared entry with this formula, charge and spin = 25.23 kcal per mole
Kohn-Sham gap = 9.19 eV
SMILES = CC1=CC[C@H](C(=O)N(C)CC[C@H](C)NC(=O)c2cn(CCN(C)C)nn2)CC1
LUMO level = 0.31 eV

Geometry as XYZ:
```
62
C20H34N6O2 | OMol25 | ωB97M-V with the def2-TZVPD basis set
C 5.54 -0.32 2.72
C 4.97 0.35 1.50
C 5.68 0.53 0.39
C 5.16 1.20 -0.85
C 3.64 1.34 -0.84
C 3.21 2.32 -1.91
O 3.61 3.48 -1.86
N 2.31 1.91 -2.85
C 1.88 2.87 -3.86
C 1.73 0.58 -2.92
C 0.69 0.25 -1.85
C -0.54 1.17 -1.87
C -0.36 2.44 -1.05
N -1.71 0.47 -1.37
C -2.32 -0.48 -2.14
O -1.91 -0.78 -3.24
C -3.51 -1.13 -1.51
C -3.82 -1.27 -0.18
N -4.99 -1.95 -0.19
C -5.81 -2.40 0.93
C -5.02 -3.15 1.98
N -4.12 -2.30 2.76
C -3.13 -3.11 3.45
C -4.85 -1.47 3.70
N -5.37 -2.22 -1.45
N -4.49 -1.72 -2.25
C 3.19 1.84 0.53
C 3.55 0.83 1.61
H 4.93 -1.17 3.01
H 6.56 -0.67 2.54
H 5.55 0.37 3.57
H 6.72 0.20 0.37
H 5.60 2.19 -0.96
H 5.47 0.62 -1.73
H 3.20 0.35 -1.00
H 2.40 3.80 -3.69
H 2.11 2.50 -4.86
H 0.80 3.05 -3.80
H 1.25 0.49 -3.90
H 2.52 -0.18 -2.90
H 0.35 -0.77 -2.04
H 1.14 0.27 -0.86
H -0.75 1.44 -2.91
H 0.52 2.99 -1.38
H -1.23 3.09 -1.13
H -0.21 2.19 0.01
H -2.17 0.80 -0.54
H -3.34 -1.00 0.74
H -6.34 -1.54 1.35
H -6.55 -3.06 0.48
H -5.73 -3.69 2.63
H -4.41 -3.90 1.47
H -2.45 -2.47 4.00
H -3.60 -3.81 4.17
H -2.56 -3.69 2.73
H -4.14 -0.86 4.26
H -5.53 -0.79 3.18
H -5.43 -2.07 4.42
H 3.69 2.79 0.72
H 2.12 2.04 0.53
H 2.88 -0.04 1.55
H 3.38 1.26 2.60
```